C31H37AsMnN3O2S4 | the ωB97M-V functional and the def2-TZVPD basis

XYZ file:
```
79
Properties=species:S:1:pos:R:3:forces:R:3
Mn -0.384782 -0.078372 -0.125520 -0.066 0.409 -0.860
C -2.586469 4.023510 2.060419 -0.604 -0.854 0.666
C -1.443735 4.143821 1.064388 0.937 0.616 1.452
C -1.377982 5.544401 0.506578 -2.049 1.680 1.029
C -0.102958 3.704689 1.692536 -1.045 0.492 -0.972
C 0.364221 4.360953 2.834872 -0.535 -0.586 -1.457
C 1.563374 4.054964 3.404669 0.348 0.031 0.907
C 2.336772 3.047720 2.830906 -0.381 1.033 -0.395
C 1.969744 2.564016 1.590292 1.050 -1.980 -0.084
C 2.978725 1.623650 0.822336 -1.968 0.457 0.921
C 3.654958 0.682355 1.806196 -0.457 -1.978 -0.612
C 3.852866 2.529583 -0.000995 -0.830 0.968 -0.658
C 0.693403 2.776506 1.042646 1.706 -0.103 1.038
N 0.405661 1.960018 -0.055668 -1.307 0.241 -1.435
C 0.270680 2.616833 -1.233185 -0.615 1.125 0.068
O 0.412957 3.837063 -1.470559 0.146 -1.250 0.323
C -0.180342 1.719893 -2.361958 1.140 0.814 -0.903
C -0.301947 2.082133 -3.708806 0.089 1.867 0.644
C -0.608871 1.154811 -4.695146 0.847 2.743 -0.218
C -0.752228 -0.124234 -4.328630 -0.981 -3.334 1.559
C -0.625005 -0.456062 -2.955875 0.179 0.850 -0.338
N -0.279671 0.465728 -2.020476 -0.890 -2.353 -1.181
C -0.785158 -1.854963 -2.438085 1.536 -0.752 2.429
O -0.948441 -2.813822 -3.164498 -0.741 -0.071 -0.959
N -0.492790 -1.960881 -1.077553 -1.142 2.604 -0.909
C -0.446358 -3.200020 -0.462604 0.771 -0.921 0.494
C 0.606885 -4.089660 -0.840493 -0.221 0.865 0.886
C 0.815299 -5.165591 -0.017923 0.818 -0.450 -1.168
C -0.019298 -5.524736 1.000236 -0.089 -1.006 0.762
C -0.996136 -4.676936 1.415818 -1.284 2.467 -0.077
C -1.173339 -3.445852 0.733751 0.451 -0.194 -0.445
C -1.831410 -2.222558 1.402488 0.265 -1.367 -0.970
C -0.698675 -1.554381 2.159862 0.476 3.340 0.113
C -2.959647 -2.532366 2.361682 1.319 -0.486 1.015
C 1.667537 -3.687138 -1.860499 0.159 -2.555 0.630
C 3.117529 -3.720186 -1.305902 -1.843 -1.118 0.369
C 1.562478 -4.564075 -3.123268 -0.955 1.686 -2.003
H -3.579851 4.217022 1.614637 0.489 -0.031 -0.078
H -2.473268 4.767900 2.884103 0.008 -0.683 -0.350
H -2.634675 2.961182 2.454770 0.068 1.296 -0.155
H -1.608586 3.535937 0.229734 -0.406 -1.141 -1.040
H -1.342537 6.324183 1.316537 0.360 -0.662 -0.423
H -2.379432 5.786998 0.041850 0.991 -0.368 0.042
H -0.595419 5.718814 -0.189308 0.664 -0.034 -0.612
H -0.302194 5.119516 3.141861 -0.262 0.910 0.925
H 1.886145 4.617562 4.284795 0.008 -0.409 -0.115
H 3.232703 2.714653 3.310290 0.538 0.031 0.079
H 2.348714 1.090392 0.111702 0.190 -0.466 0.242
H 4.454528 1.150584 2.326646 0.752 0.530 0.572
H 4.116279 -0.209682 1.270872 -0.554 0.965 0.574
H 2.928182 0.285759 2.578609 0.737 0.392 -0.929
H 4.294933 3.217580 0.698553 0.617 0.515 0.128
H 3.144152 3.169092 -0.655445 1.399 -1.102 0.633
H 4.641477 2.000063 -0.548439 -0.279 0.175 -0.177
H -0.160623 3.161811 -3.949283 -0.107 -1.036 0.242
H -0.625082 1.569430 -5.704448 -0.293 -0.645 0.070
H -1.068853 -0.955480 -4.978314 0.380 0.540 0.215
H 1.723460 -5.721297 -0.191659 -0.035 -0.530 -0.040
H 0.138643 -6.466939 1.490801 0.132 -0.232 0.361
H -1.613980 -4.752529 2.318643 0.541 -0.758 -0.362
H -2.177062 -1.603995 0.593844 -0.306 0.490 -0.187
H -0.296853 -2.130804 2.964028 0.037 -0.703 0.599
H -1.096598 -0.583990 2.622784 0.570 -1.137 -0.481
H 0.294941 -1.247216 1.633616 -1.394 -0.502 -0.025
H -2.809282 -1.997806 3.267962 0.206 0.783 0.916
H -2.885805 -3.541438 2.687212 0.042 -1.033 0.274
H -3.979860 -2.408540 2.183645 -1.494 0.592 -1.480
H 1.441694 -2.696196 -2.025070 -0.231 2.199 -1.063
H 3.339755 -4.754672 -0.951363 0.226 0.850 -0.261
H 3.146778 -3.014376 -0.479267 0.568 0.042 0.025
H 3.701709 -3.464197 -2.165162 0.945 0.293 -0.058
H 1.403869 -5.601084 -2.849880 0.075 -0.221 -0.026
H 2.514073 -4.477718 -3.766668 -1.443 -0.126 0.825
H 0.610305 -4.181918 -3.744068 2.280 -1.113 1.257
S -5.595762 -0.005552 -0.106395 0.274 -1.007 -1.356
As -6.922365 -1.601140 -1.116873 -0.127 1.159 1.514
S -3.801474 0.058716 -1.308348 -0.185 0.514 1.247
S -2.547511 1.245522 -0.074108 -0.896 -1.095 -0.511
S -6.143118 -2.516961 -2.705434 0.682 -0.171 -0.676
```
Positions in Å, forces in eV/Å.

For the energy, the calculation gives -6497.8376 hartree. As for the spin multiplicity: 4. The value obtained for the HOMO energy (spin up / spin down) is -4.75 / -4.92 eV. Its net charge is -1. For the strongest force on any atom, the calculation gives 3.809 eV Å⁻¹. The orbital gap (spin up / spin down) is 5.86 / 6.03 eV.

---

C31H37BF4N3P2Pd | the ωB97M-V functional and the def2-TZVPD basis

XYZ file:
```
79
Properties=species:S:1:pos:R:3:forces:R:3
Pd -0.408943 -0.128795 1.749006 0.058 -0.032 0.083
C -1.618411 0.259782 4.560003 -0.008 0.009 -0.001
C -1.746787 1.538247 3.714043 0.003 -0.006 0.005
N -2.058703 1.227521 2.305409 -0.033 -0.012 -0.041
C -3.357841 0.561892 2.081288 -0.007 0.005 0.000
C -3.271754 -0.527480 1.012460 -0.018 -0.005 0.003
N -2.098589 -1.403938 1.155963 -0.003 0.015 -0.007
C -2.156179 -2.492546 2.144621 -0.004 -0.007 0.005
C -2.125824 -1.984399 3.583813 -0.008 0.000 -0.005
N -1.139937 -0.901607 3.777864 -0.021 0.001 0.001
H -2.572742 0.012314 5.027969 0.003 -0.002 0.001
H -0.912697 0.458747 5.365016 0.001 0.001 -0.004
H -0.798975 2.075398 3.706790 0.000 -0.002 0.001
H -2.507089 2.192893 4.151161 0.005 0.002 0.000
H -1.990429 2.074349 1.748079 0.013 0.001 0.000
H -4.113293 1.290712 1.779188 0.001 -0.003 0.004
H -3.696079 0.145834 3.027054 0.005 0.000 0.000
H -3.183488 -0.060165 0.028635 0.004 0.001 0.004
H -4.201967 -1.105608 1.015286 0.005 -0.002 -0.007
H -1.867576 -1.789661 0.238064 -0.001 -0.002 0.004
H -1.281868 -3.119162 1.957555 -0.004 0.004 0.003
H -3.046080 -3.113769 1.997951 0.002 0.005 -0.002
H -1.910350 -2.826602 4.243866 0.006 0.002 -0.007
H -3.111776 -1.620740 3.869465 0.001 -0.002 0.004
H -0.295135 -1.258010 4.214993 -0.004 0.004 0.000
F 1.559616 -1.357222 2.579459 -0.023 0.009 -0.045
B 1.990159 -0.314805 3.481677 0.000 0.025 -0.053
F 1.508797 -0.605253 4.749660 -0.002 -0.007 0.032
F 3.331394 -0.127263 3.409763 0.004 -0.003 0.004
F 1.284813 0.872346 2.997302 0.031 -0.002 0.040
C -0.444989 0.360500 -1.856019 0.036 0.047 0.006
P 0.284739 0.963463 -0.289860 -0.033 -0.044 -0.047
C 2.041015 1.200337 -0.629311 -0.001 0.014 0.001
C 2.994843 0.582746 0.167534 0.002 -0.009 -0.002
C 4.344793 0.798339 -0.078822 -0.006 0.005 0.002
C 4.735379 1.618682 -1.123224 0.005 0.000 0.001
C 3.780649 2.236685 -1.926322 -0.005 0.009 0.002
C 2.435812 2.036030 -1.676894 0.004 -0.012 0.004
C -0.346105 2.652414 -0.037252 0.008 0.008 0.014
C -1.531912 3.138614 -0.582510 -0.001 0.001 0.009
C -2.025754 4.379582 -0.193736 0.002 0.003 -0.004
C -1.342959 5.139282 0.743702 0.000 -0.001 0.000
C -0.157473 4.661004 1.290198 0.005 -0.005 0.001
C 0.337730 3.425196 0.906586 -0.001 0.007 -0.005
P -0.546659 -1.490910 -1.856349 0.002 -0.006 0.009
C -0.811849 -1.849625 -3.623339 -0.001 -0.019 0.005
C -0.524382 -3.141580 -4.067113 0.001 0.004 -0.003
C -0.755609 -3.499647 -5.384003 0.000 0.003 -0.002
C -1.287932 -2.575243 -6.274166 -0.002 -0.003 0.000
C -1.586383 -1.294246 -5.839950 -0.005 0.005 -0.001
C -1.350565 -0.931815 -4.519617 0.004 0.004 0.004
C 1.204450 -1.934647 -1.619699 -0.011 0.006 -0.016
C 1.572005 -2.557582 -0.431960 -0.002 -0.004 0.010
C 2.902338 -2.870203 -0.179354 -0.004 -0.001 0.000
C 3.866568 -2.568522 -1.125566 -0.002 -0.004 -0.001
C 3.508122 -1.951207 -2.321030 0.005 0.008 0.006
C 2.185078 -1.634147 -2.567564 0.003 -0.003 0.010
H 0.143336 0.744478 -2.693218 -0.010 -0.008 -0.002
H -1.461713 0.745317 -1.947455 -0.012 -0.002 0.011
H 2.697252 -0.071715 0.973246 0.005 0.004 -0.006
H 5.081808 0.322421 0.554139 0.005 0.000 -0.002
H 5.787133 1.787080 -1.314087 0.003 -0.001 -0.003
H 4.088765 2.883020 -2.737292 0.001 0.003 -0.002
H 1.694003 2.538878 -2.288019 0.008 0.003 -0.002
H -2.082089 2.569694 -1.320576 -0.001 -0.012 -0.012
H -2.940773 4.753581 -0.633886 -0.002 0.001 -0.002
H -1.727003 6.105590 1.041732 -0.001 0.002 0.001
H 0.385064 5.253253 2.015173 -0.001 0.002 0.002
H 1.258481 3.052887 1.343000 -0.007 0.003 0.002
H -0.102280 -3.867578 -3.381262 0.001 -0.002 0.001
H -0.519424 -4.501141 -5.718124 0.001 -0.003 0.000
H -1.468114 -2.855100 -7.303354 0.000 0.000 -0.002
H -2.000645 -0.569932 -6.528796 -0.001 0.001 -0.001
H -1.588386 0.076603 -4.205013 -0.001 0.002 -0.001
H 0.816596 -2.803100 0.307067 -0.002 0.005 0.000
H 3.177549 -3.340698 0.754976 0.004 -0.004 0.001
H 4.903558 -2.813395 -0.936129 0.004 0.001 0.000
H 4.265572 -1.716475 -3.057349 0.002 0.000 -0.003
H 1.908077 -1.160206 -3.502554 -0.002 0.001 -0.003
```
Positions in Å, forces in eV/Å.

For the energy, the calculation gives -2602.7214 hartree. As for the spin multiplicity: 3. The value obtained for the HOMO energy (spin up / spin down) is -10.89 / -11.02 eV. Its net charge is +1. For the strongest force on any atom, the calculation gives 0.106 eV Å⁻¹. Its energy above the lowest of the compared OMol25 structures with the same formula, charge and spin is 0.0 kcal/mol. The orbital gap (spin up / spin down) is 8.88 / 7.24 eV.

---

C31H37Br4Cl6N2O4PS | the ωB97M-V functional and the def2-TZVPD basis

XYZ file:
```
86
Properties=species:S:1:pos:R:3:forces:R:3
C 6.310773 -2.952972 0.598327 -0.469 0.339 0.381
C 6.199689 -1.764361 1.761629 0.061 -0.386 -0.351
C 4.583809 -1.382659 1.904769 0.764 -1.840 -1.408
Br 4.248742 0.191114 3.117495 0.236 -0.937 -0.922
C 3.954295 -1.164403 0.376896 -1.890 0.745 -2.695
C 4.533639 -0.018460 -0.643005 -3.025 -2.089 -1.402
C 5.756596 1.011522 -0.285540 -0.816 -0.619 0.039
C 7.186502 0.631550 -0.988123 6.260 3.870 0.255
O 8.245040 1.469685 -0.813038 -7.196 -5.266 -1.075
O 7.469769 -0.590214 -1.775224 -1.561 3.351 0.045
C 3.797719 0.137699 -2.120213 -0.757 -1.985 1.165
C 4.352236 1.323982 -3.158751 -0.025 0.107 1.197
Br 4.166342 0.739403 -5.104242 0.227 0.344 1.450
C 3.540099 2.745594 -2.995793 -1.676 -0.390 0.443
C 2.454632 2.770410 -1.757800 -0.553 1.241 0.046
Br 4.872468 4.232609 -2.576916 -0.865 -1.065 -0.488
C 2.549718 -0.792283 -2.643520 0.931 -1.227 4.121
C 1.950789 -1.937365 -1.621358 3.344 2.474 1.284
C 2.693442 -2.076236 -0.127924 0.266 2.023 -2.282
S 1.867625 -3.404253 0.976532 -1.295 2.079 -1.781
C 0.030361 -3.043147 0.583668 -3.530 1.176 -0.956
C -1.107774 -2.956245 1.746312 -0.554 0.784 -4.457
C -2.690926 -2.582473 1.348832 2.015 -0.794 -2.212
C -3.678734 -2.485048 2.646678 0.783 0.759 0.502
C -3.308937 -1.041351 3.406610 0.768 -0.312 -0.074
C -3.978149 0.266529 2.680281 0.111 0.436 0.915
C -2.984630 1.063334 1.635707 0.353 -1.017 -1.170
N -3.534337 2.420301 1.254326 1.040 0.148 -1.209
C -2.654339 3.565104 1.701198 -0.075 1.817 -0.579
C -3.923390 2.513403 -0.204042 -6.127 -0.333 -1.531
C -2.915820 2.796086 -1.470416 -0.281 0.806 -0.467
O -5.244412 2.398085 -0.511194 8.334 0.547 2.002
C -3.143110 -2.344642 -0.244309 3.860 -0.929 1.754
C -4.713056 -2.046237 -0.570104 -0.760 -0.440 2.656
Cl -5.084283 -0.666504 -1.738327 0.693 -1.197 0.991
C -5.620526 -3.428693 -0.838342 1.472 -1.181 0.996
C -6.073528 -4.161361 0.591272 1.541 -0.004 -0.414
Cl -7.134060 -3.107462 -1.858585 1.541 -0.420 0.920
C -1.960807 -2.438230 -1.385400 0.291 -0.052 3.027
P -2.257089 -2.137644 -3.289438 1.498 1.143 0.302
O -2.451511 -0.387506 -3.565872 -2.431 -2.744 -0.190
Br -4.145921 -3.255123 -4.010704 0.672 0.843 0.653
C -0.360791 -2.763906 -1.019555 -2.548 0.016 3.013
N 0.772267 -2.860449 -1.993725 0.676 2.905 1.978
H 5.350522 -3.628236 0.756591 2.192 1.029 -0.349
H 6.231381 -2.523927 -0.498259 0.335 -0.799 2.369
H 7.316473 -3.559219 0.748508 -2.257 1.231 -0.383
H 6.860521 -0.831287 1.495207 -1.411 -1.812 0.477
H 6.634485 -2.211414 2.766756 -1.211 1.059 -1.937
H 4.100185 -2.320792 2.459021 0.720 2.272 -1.486
H 5.391946 2.101293 -0.609292 1.257 -2.376 0.462
H 5.949407 1.078335 0.882647 -0.427 -0.301 -2.554
H 7.642002 -0.272206 -2.728318 -0.106 -0.557 2.152
H 5.495834 1.558988 -3.010769 -2.403 -0.758 -0.284
H 2.942697 3.054585 -3.977385 1.706 -0.753 2.098
H 2.968159 2.856525 -0.688835 -1.030 -0.548 -2.403
H 1.838399 3.784165 -1.882300 1.409 -2.118 0.227
H 1.648841 1.910762 -1.804450 1.961 1.525 0.065
H 2.030146 -0.717811 -3.702676 1.466 0.121 2.407
H -0.793039 -3.153129 2.863054 -0.772 0.485 -2.520
H -4.822545 -2.497478 2.432517 2.222 -0.024 0.070
H -3.463451 -3.377969 3.406588 -0.307 1.876 -1.826
H -3.543854 -1.121118 4.573378 0.174 0.270 -2.656
H -2.144639 -0.915064 3.330787 -2.121 -0.297 0.240
H -4.974206 -0.066337 2.158060 1.885 0.922 0.874
H -4.239054 1.047727 3.543938 0.399 -1.648 -1.999
H -2.859998 0.454266 0.616763 -0.236 0.909 2.293
H -1.888818 1.227892 2.038617 -2.226 -0.594 -0.457
H -2.160889 3.424318 2.762674 -1.263 -0.026 -2.216
H -1.795678 3.842494 0.922061 -1.546 -0.772 1.659
H -3.355851 4.530788 1.725824 1.618 -2.053 0.159
H -3.530906 3.475996 -2.232519 1.224 -1.604 1.781
H -1.949009 3.401715 -1.209571 -1.827 -1.304 -0.210
H -2.599464 1.829081 -2.064845 -0.800 1.671 1.533
H -5.170503 -1.650313 0.463819 1.211 -0.686 -2.372
H -4.861466 -4.207663 -1.330733 -2.124 1.752 0.538
H -6.649253 -3.445458 1.315966 0.867 -1.451 -1.577
H -5.041859 -4.469673 1.105060 -2.216 0.721 -0.977
H -6.621032 -5.175447 0.362180 0.820 2.292 0.408
H -3.381949 -0.291595 -3.976436 1.917 0.057 1.017
H 0.546344 -2.581767 -2.967053 -0.415 -0.470 0.920
Cl -1.459250 9.079245 2.898093 -0.116 -0.443 -0.083
C -1.934053 7.390337 2.586854 -0.037 0.051 0.021
Cl -0.774490 6.292240 3.376845 -0.257 0.243 -0.188
Cl -3.565849 7.101962 3.241567 0.405 0.082 -0.159
Cl -1.936658 7.088011 0.830993 0.013 0.103 0.392
```
Positions in Å, forces in eV/Å.

For the energy, the calculation gives -15409.7845 hartree. The value obtained for the HOMO energy is -8.34 eV. As for the SMILES: CC[C@@H](Br)c1c(CC(=O)O)c([C@@H](Br)[C@@H](C)Br)cc2c1Sc1cc(CCCCN(C)C(C)=O)c([C@@H](Cl)[C@@H](C)Cl)c(P(O)Br)c1N2.ClC(Cl)(Cl)Cl. Its net charge is 0. For the strongest force on any atom, the calculation gives 8.981 eV Å⁻¹. The orbital gap is 7.25 eV.

---

Q: Among the records above, which one has the lowest strongest force on any atom?
A: C31H37BF4N3P2Pd